1.
C23H25N2NdO2 | ωB97M-V/def2-TZVPD

```
53
Properties=species:S:1:pos:R:3:forces:R:3
C -2.88919 0.51298 2.16705 0.1 0.3 -0.4
C -1.56147 1.02916 2.11054 -0.4 0.3 -0.3
C -1.28606 1.40382 0.76629 -0.3 0.1 0.2
H -0.89169 1.17066 2.95837 -0.3 -0.1 -0.3
C -2.44638 1.11451 -0.01621 -0.2 -0.1 0.4
C -3.43884 0.57338 0.85138 0.3 0.2 0.0
H -2.57371 1.34306 -1.07468 0.0 -0.1 0.4
C -0.54295 -3.08987 2.69413 0.4 0.2 -0.1
C -0.38120 -1.77909 3.21802 0.2 -0.3 -0.2
C 0.63287 -1.12308 2.46097 0.2 -0.6 -0.4
H -0.89820 -1.36544 4.08093 0.1 -0.2 -0.2
C 1.06294 -2.01657 1.43063 -0.6 0.1 0.7
C 0.34004 -3.24685 1.59181 0.0 0.6 0.1
H -0.40519 1.94029 0.41815 -0.1 -0.2 0.0
H -4.45404 0.28582 0.56071 0.5 0.0 0.2
H -3.41572 0.19283 3.07126 0.3 0.0 -0.5
H 0.48042 -4.13924 0.97666 -0.2 0.3 0.3
H 1.05398 -0.13518 2.64848 -0.3 -0.3 -0.1
H -1.18468 -3.86898 3.09837 0.0 0.3 -0.2
Nd -1.39879 -1.29461 0.73465 -0.7 0.0 1.5
C 1.92355 -1.66217 0.23753 -0.1 -0.1 -0.1
C 2.66165 -2.92884 -0.22761 0.4 0.1 -0.1
C 2.92270 -0.55033 0.58101 0.1 0.0 -0.1
H 3.23530 -3.36352 0.60513 -0.3 0.2 -0.1
H 3.34412 -2.67487 -1.04295 -0.1 -0.3 0.4
H 1.95840 -3.68151 -0.60693 0.2 0.1 0.1
H 3.51373 -0.82877 1.46509 -0.2 0.1 -0.3
H 2.41636 0.40519 0.78097 0.1 -0.2 0.0
H 3.60699 -0.40914 -0.26611 -0.1 0.1 0.2
C 0.94533 -1.11608 -0.86855 0.3 0.0 -0.3
C 1.56652 -0.93939 -2.25502 0.6 -0.3 -0.8
H 0.54079 -0.12658 -0.55129 0.1 -0.4 -0.1
H 0.11286 -1.85306 -1.04215 0.7 0.3 -0.1
O 2.48587 -1.65183 -2.64467 -0.7 0.7 0.1
N 1.07780 0.02628 -3.09704 -0.4 -0.2 -0.1
C -0.13096 0.84685 -3.02945 0.3 -0.1 -0.1
H 1.55190 0.03360 -3.99304 0.0 -0.1 0.3
C 0.11444 2.21450 -2.42791 0.1 0.4 0.1
C -0.93403 3.14218 -2.39816 0.2 0.0 0.3
H -1.87099 2.89434 -2.90604 0.2 0.1 0.3
C -0.78226 4.35306 -1.71976 0.1 -0.2 -0.1
H -1.62600 5.04449 -1.65746 0.3 -0.2 0.0
C 0.44566 4.66990 -1.12224 0.0 -0.2 0.0
H 0.56030 5.61059 -0.57925 0.0 -0.3 -0.2
C 1.52439 3.78615 -1.23508 -0.3 -0.1 -0.2
H 2.49757 4.03348 -0.80721 -0.3 0.0 -0.1
C 1.36350 2.56501 -1.90635 -0.2 0.2 0.2
H 2.20978 1.88498 -2.03234 -0.3 0.2 0.2
H -0.94126 0.32056 -2.48989 0.4 0.2 -0.1
H -0.48559 0.97834 -4.06481 0.0 -0.2 0.3
O -4.52396 -3.10206 3.15506 0.5 0.3 -0.7
C -3.87000 -2.83879 2.19658 0.3 0.0 -0.8
N -3.21660 -2.59016 1.20244 -1.1 -0.5 1.2
```
Positions in Å, forces in eV/Å.

2S+1 = 4
DFT total energy = -46610.662 eV
HOMO level (alpha / beta) = -8.3 / -8.3 eV
frontier orbital gap (alpha / beta) = 7.88 / 8.01 eV

2.
C3H9NS | ωB97M-V/def2-TZVPD

```
14
Properties=species:S:1:pos:R:3:forces:R:3
C 1.74400 -1.16417 0.15812 -0.6 -0.3 0.5
N 0.49589 -0.85518 -0.52446 -0.3 0.0 0.0
C 0.05795 0.55726 -0.39782 1.1 -1.8 1.3
C -1.45400 0.58568 -0.37596 -0.1 1.7 -1.4
S -2.05869 2.11811 0.42219 -0.2 -0.4 0.0
H 2.55360 -0.59466 -0.29021 0.2 -0.2 0.1
H 1.68417 -0.99484 1.24780 0.2 0.5 -0.1
H 1.90908 -2.24297 0.11485 0.3 0.1 -0.5
H -0.21810 -1.45091 -0.12327 0.0 0.0 -0.1
H 0.65792 1.08974 -1.13657 -0.8 0.5 -0.3
H 0.38256 0.93386 0.58320 0.1 0.1 0.0
H -1.88393 -0.31504 0.03933 0.0 0.0 0.4
H -1.87562 0.70447 -1.37514 0.1 -0.3 -0.1
H -1.99484 1.62864 1.65794 0.0 0.1 0.3
```
Positions in Å, forces in eV/Å.

2S+1 = 1
DFT total energy = -15581.536 eV
HOMO level = -8.8 eV
frontier orbital gap = 9.73 eV
SMILES = CNCCS

Table of relative energy (zero: lowest compared OMol25 entry of this formula, charge and spin) (kJ/mol), in record order: 0.00 76.68